No. 1
Below is one molecule with the formula C4H6N4O3 in a non-equilibrium geometry, with properties calculated with ωB97M-V with the def2-TZVPD basis set.

```
! wB97M-V def2-TZVPD RIJCOSX def2/J DEFGRID3
* xyz 0 1
O 2.50 -3.09 -0.22
O 0.53 -3.78 -0.79
O -2.16 -0.12 0.12
N -2.67 1.85 1.12
N -0.93 1.72 -0.38
N 0.87 -1.66 -0.50
N 1.34 -2.94 -0.50
C 0.29 1.52 -0.59
C 1.34 0.70 0.02
C -1.93 1.06 0.31
C 1.61 -0.61 0.01
H -3.54 1.49 1.46
H 2.55 -0.96 0.41
H -2.50 2.84 1.14
H -0.13 -1.53 -0.69
H 0.71 2.20 -1.34
H 2.13 1.32 0.42
*
```

Properties
- SMILES string: NC(=O)/N=C\C=C/N[N+](=O)[O-]
- E_LUMO: 0.057 eV
- Energy relative to the best compared isomer or geometry (same formula, charge and spin): 29.9 kcal per mole
- Highest occupied orbital energy: -9.6 eV

---

No. 2
Below is one molecule with the formula C4H6N4O3S in a non-equilibrium geometry, with properties calculated with ωB97M-V with the def2-TZVPD basis set.

```
! wB97M-V def2-TZVPD RIJCOSX def2/J DEFGRID3
* xyz 0 1
S -2.48 0.85 0.64
O -0.26 -0.23 -1.85
O -1.44 -3.30 1.95
O 0.31 0.76 3.13
N 1.85 0.66 -1.55
N -0.55 -1.40 2.92
N 0.31 0.52 0.20
N -1.12 -1.36 0.71
C -0.29 -0.13 2.60
C -0.85 0.06 0.81
C 0.56 0.26 -1.15
C -1.07 -2.15 1.82
H -0.50 -1.73 3.90
H -2.75 0.27 -0.56
H 1.89 0.77 -2.52
H 2.25 1.48 -1.10
H -1.03 -1.81 -0.16
H 1.04 0.70 0.92
*
```

Properties
- SMILES string: NC(=O)N[C@@]1(S)NC(=O)NC1=O
- E_LUMO: 0.428 eV
- Energy relative to the best compared isomer or geometry (same formula, charge and spin): 0.0 kcal per mole
- Highest occupied orbital energy: -9.3 eV

---

No. 3
Below is an isolated ion of composition C4H6N5O2 and charge -1 in a non-equilibrium geometry, with properties calculated with ωB97M-V with the def2-TZVPD basis set.

```
! wB97M-V def2-TZVPD RIJCOSX def2/J DEFGRID3
* xyz -1 1
O 2.11 0.28 1.03
O 3.23 -0.57 -0.62
N 2.17 -0.19 -0.13
N -2.11 -0.16 0.52
N 1.15 -0.40 -0.85
N -0.08 -0.11 -0.26
N -1.80 1.14 0.30
C -1.12 -2.35 0.34
C 0.28 2.32 -0.42
C -1.12 -0.86 0.15
C -0.56 1.15 -0.18
H -0.14 -2.71 0.62
H -0.37 3.20 -0.46
H -1.67 -2.82 -0.57
H 0.90 2.44 0.45
H 0.93 2.25 -1.25
H -1.81 -2.61 1.32
*
```

Properties
- SMILES string: Cc1nnc(C)n1N=[N+]([O-])[O-]
- E_LUMO: 4.008 eV
- Energy relative to the best compared isomer or geometry (same formula, charge and spin): 68.4 kcal per mole
- Highest occupied orbital energy: -5.2 eV